No. 1
Formula: C5H8N2
Source: OMol25
Level of theory: ωB97M-V/def2-TZVPD

Atoms and positions in Å:
N1 0.413652 0.356824 0.330020
N2 -2.917249 0.850628 -0.148645
H1 0.010290 0.295589 -2.479946
H2 0.146771 -1.752837 1.491757
H3 -1.502022 -2.256796 0.733043
H4 2.579479 0.090779 0.888074
C1 -0.693347 -0.301214 0.162730
H5 0.069088 -0.446951 -2.428486
H6 0.730317 2.281665 1.136655
H7 -0.021207 -2.204134 -0.236176
C2 0.880178 1.713277 0.189566
H8 0.999015 2.221324 -0.812567
C3 -1.894636 0.402844 0.151111
C4 -0.518829 -1.803829 0.617766
C5 1.718507 0.552834 0.405104

Forces on atoms 1 to 3 (eV/Å):
N 2.0 1.0 -1.0
N -0.1 0.2 0.6
H 0.0 -0.2 -0.1

Values from the calculation:
Gap between HOMO and LUMO in eV: 8.065
Largest force on an atom in eV Å⁻¹: 3.48
Energy relative to the best compared isomer or geometry (same formula, charge and spin) in kJ/mol: 547.82
E in a.u.: -304.62684
E_HOMO in eV: -7.61

---

No. 2
Formula: C5H8N2
Source: OMol25
Level of theory: ωB97M-V/def2-TZVPD

Atoms and positions in Å:
C1 -1.185419 -0.400304 -0.266396
C2 -1.493572 -0.897145 -1.589560
H1 -1.856635 -0.806778 0.486974
C3 1.412386 0.041167 -0.586420
H2 1.962093 0.985985 -0.491773
H3 1.239189 -0.155872 -1.649308
C4 0.131446 0.127050 0.213051
H4 0.849848 -0.742272 2.081461
H5 -0.763896 1.395696 -1.123297
N1 -0.928250 1.047965 -0.178738
H6 2.056591 -0.752550 -0.191693
N2 -1.895841 -1.183552 -2.636919
C5 0.303758 0.134005 1.718379
H7 0.845804 1.038504 2.013698
H8 -0.677501 0.168101 2.200540

Forces on atoms 1 to 3 (eV/Å):
C -0.2 -0.1 0.1
C -0.3 -0.2 -0.9
H 0.0 0.1 -0.1

Values from the calculation:
Gap between HOMO and LUMO in eV: 10.837
SMILES: CC1(C)N[C@H]1C#N
Largest force on an atom in eV Å⁻¹: 1.12
Energy relative to the best compared isomer or geometry (same formula, charge and spin) in kJ/mol: 128.17
E in a.u.: -304.78668
E_HOMO in eV: -9.97

---

No. 3
Formula: C5H8N2
Source: OMol25
Level of theory: ωB97M-V/def2-TZVPD

Atoms and positions in Å:
C1 0.561167 2.066528 0.113789
C2 1.356756 -1.096865 0.091924
H1 2.362221 -0.737503 0.313438
C3 1.380079 1.240882 -0.667673
H2 -2.049933 -1.083657 -0.685460
H3 -1.682049 -1.208121 1.052331
H4 0.762511 3.074663 0.457260
H5 0.871716 -1.353917 1.035336
C4 -1.848468 -0.509628 0.223310
N1 -0.695137 0.337238 0.012204
H6 1.453841 -2.010839 -0.493631
H7 -2.709621 0.121701 0.443874
C5 0.564141 -0.009679 -0.681899
N2 -0.636720 1.531120 0.474528
H8 0.309501 -0.361920 -1.689333

Forces on atoms 1 to 3 (eV/Å):
C 0.3 0.2 -0.1
C 0.1 -0.3 0.1
H -0.2 0.0 0.0

Values from the calculation:
Gap between HOMO and LUMO in eV: 7.967
Largest force on an atom in eV Å⁻¹: 0.49
Energy relative to the best compared isomer or geometry (same formula, charge and spin) in kJ/mol: 385.92
E in a.u.: -304.68851
E_HOMO in eV: -8.15

---

No. 4
Formula: C5H8N2
Source: OMol25
Level of theory: ωB97M-V/def2-TZVPD

Atoms and positions in Å:
C1 -1.128485 1.620223 -0.031236
H1 0.716315 -0.681917 -2.291981
C2 1.756891 -0.554299 -0.721991
N1 1.038132 -1.209308 -1.479853
C3 2.505975 0.073932 0.147194
H2 -1.589574 -1.548241 -0.397627
H3 3.582242 0.094738 0.032182
C4 -1.074259 0.289046 0.538800
C5 -1.553829 -1.106893 0.601867
N2 -0.277226 1.077864 1.101610
H4 -2.566664 -1.114801 1.018665
H5 -1.921364 2.314461 0.247055
H6 2.023774 0.599006 0.965952
H7 -0.615138 1.854336 -0.965845
H8 -0.896797 -1.708148 1.235208

Forces on atoms 1 to 3 (eV/Å):
C -0.2 0.3 -0.3
H 0.0 0.0 0.0
C -0.2 -0.1 -0.2

Values from the calculation:
Gap between HOMO and LUMO in eV: 10.074
SMILES: CC1=NC1.C=C=N
Largest force on an atom in eV Å⁻¹: 0.67
Energy relative to the best compared isomer or geometry (same formula, charge and spin) in kJ/mol: 326.06
E in a.u.: -304.71131
E_HOMO in eV: -9.12

---

No. 5
Formula: C5H8N2
Source: OMol25
Level of theory: ωB97M-V/def2-TZVPD

Atoms and positions in Å:
H1 0.351812 1.082584 -1.951816
C1 0.196776 -1.596738 1.096439
C2 -0.398501 -0.425051 -0.578685
C3 0.674261 0.133064 -1.504114
H2 0.291202 -1.483483 -0.164152
H3 1.599829 0.332290 -0.950124
C4 -0.431570 1.852037 0.609054
C5 -0.640743 0.390969 0.734982
N1 0.268714 -0.286437 1.651248
H4 1.213462 0.084854 1.586683
H5 0.906038 -0.564505 -2.316324
H6 -0.835791 -1.959678 1.236500
N2 -0.240300 2.981222 0.454532
H7 -1.316115 -0.707144 -1.113322
H8 -1.670557 0.228515 1.080365

Forces on atoms 1 to 3 (eV/Å):
H 0.0 -0.2 0.1
C -0.1 0.0 0.3
C 0.0 0.0 -0.1

Values from the calculation:
Gap between HOMO and LUMO in eV: 9.093
Largest force on an atom in eV Å⁻¹: 1.00
Energy relative to the best compared isomer or geometry (same formula, charge and spin) in kJ/mol: 473.44
E in a.u.: -304.65517
E_HOMO in eV: -8.71

---

No. 6
Formula: C5H8N2
Source: OMol25
Level of theory: ωB97M-V/def2-TZVPD

Atoms and positions in Å:
H1 1.879574 0.359342 -0.150632
H2 -0.677404 0.244663 -1.363457
H3 1.712426 0.443568 -1.903906
C1 -0.184145 1.901438 1.006949
H4 -1.036567 0.455066 2.260817
N1 0.368297 2.904688 0.847663
H5 -1.906065 0.750329 0.712992
H6 2.067457 -1.116329 -1.075845
C2 -0.921364 0.629391 1.191045
N2 -0.143496 -0.435023 0.633641
H7 -1.780515 -1.552476 -0.213714
C3 1.512190 -0.179618 -1.034487
H8 -0.225962 -2.497542 0.013308
C4 0.026162 -0.383791 -0.795663
C5 -0.690586 -1.523705 -0.128710

Forces on atoms 1 to 3 (eV/Å):
H 0.0 -0.1 -0.4
H 0.4 0.0 0.3
H 0.1 -0.2 -0.2

Values from the calculation:
Gap between HOMO and LUMO in eV: 10.742
SMILES: C[C@H]1CN1CC#N
Largest force on an atom in eV Å⁻¹: 1.16
Energy relative to the best compared isomer or geometry (same formula, charge and spin) in kJ/mol: 209.48
E in a.u.: -304.75571
E_HOMO in eV: -9.83

---

No. 7
Formula: C5H8N2
Source: OMol25
Level of theory: ωB97M-V/def2-TZVPD

Atoms and positions in Å:
C1 -1.832865 0.950357 -1.020058
H1 0.154494 -1.966061 1.167196
N1 0.292985 -0.958048 1.215771
C2 -0.495820 -0.192819 0.318899
C3 -0.504080 1.180544 -1.366565
H2 2.117670 -1.192862 -0.452065
H3 2.497709 -0.682228 1.250853
H4 2.467947 0.545108 -0.060972
C4 2.080220 -0.401358 0.286128
C5 -1.834496 0.054441 0.079344
H5 -2.688990 -0.344817 0.611695
N2 0.298573 0.464887 -0.533186
H6 -0.102902 1.810730 -2.152492
H7 -2.704891 1.375840 -1.503578
H8 0.258227 -0.657473 2.188277

Forces on atoms 1 to 3 (eV/Å):
C 0.0 0.1 -0.1
H 0.0 0.2 0.0
N -0.1 -0.1 0.2

Values from the calculation:
Gap between HOMO and LUMO in eV: 7.275
Largest force on an atom in eV Å⁻¹: 0.30
Energy relative to the best compared isomer or geometry (same formula, charge and spin) in kJ/mol: 406.75
E in a.u.: -304.68057
E_HOMO in eV: -7.33

---

No. 8
Formula: C5H8N2
Source: OMol25
Level of theory: ωB97M-V/def2-TZVPD

Atoms and positions in Å:
H1 -2.055817 -1.987180 0.192524
N1 -0.341406 -0.964080 -0.308854
C1 0.244371 2.216964 1.172156
C2 0.268366 0.955789 0.364506
N2 -0.641508 0.009554 0.564689
H2 2.010637 1.143693 -1.040524
C3 0.743860 -0.665157 -1.057276
H3 1.025724 2.213816 1.940373
C4 -1.111818 -2.188102 -0.315215
H4 -1.313101 -2.498404 -1.344251
H5 0.404202 3.096983 0.540379
C5 1.173984 0.578041 -0.653703
H6 1.111432 -1.348197 -1.812013
H7 -0.721131 2.320141 1.674063
H8 -0.584726 -2.990386 0.211214

Forces on atoms 1 to 3 (eV/Å):
H 0.1 0.0 -0.1
N 0.1 -0.1 -0.1
C 0.0 0.1 0.0

Values from the calculation:
Gap between HOMO and LUMO in eV: 9.980
SMILES: Cc1ccn(C)n1
Largest force on an atom in eV Å⁻¹: 0.21
Energy relative to the best compared isomer or geometry (same formula, charge and spin) in kJ/mol: 44.46
E in a.u.: -304.81856
E_HOMO in eV: -8.93

---

No. 9
Formula: C5H8N2
Source: OMol25
Level of theory: ωB97M-V/def2-TZVPD

Atoms and positions in Å:
C1 -2.544645 0.713399 0.171132
H1 2.687134 -1.124688 1.813126
C2 -1.376392 0.371659 -0.725966
C3 1.310277 0.334482 -0.390538
H2 3.098312 -1.387563 0.085973
H3 -2.302968 1.612338 0.728560
H4 -1.730763 -0.395571 -1.459240
N1 -0.505201 1.955747 -1.278021
H5 -2.773486 -0.092830 0.886029
C4 2.291019 -1.400517 0.832259
H6 1.883033 -2.412715 0.913087
H7 -3.475984 0.884143 -0.397976
N2 1.191336 -0.534729 0.518137
H8 2.235265 0.504616 -0.970138
C5 0.013056 0.972232 -0.726427

Forces on atoms 1 to 3 (eV/Å):
C 0.3 0.2 0.2
H 0.0 -0.1 -0.1
C 0.5 1.5 -0.6

Values from the calculation:
Gap between HOMO and LUMO in eV: 9.338
Largest force on an atom in eV Å⁻¹: 1.95
Energy relative to the best compared isomer or geometry (same formula, charge and spin) in kJ/mol: 360.03
E in a.u.: -304.69837
E_HOMO in eV: -8.76

---

No. 10
Formula: C5H8N2
Source: OMol25
Level of theory: ωB97M-V/def2-TZVPD

Atoms and positions in Å:
H1 1.708084 0.731014 -1.031466
C1 -1.941253 -0.221136 -0.269630
N1 -2.955772 -0.756496 -0.404805
H2 1.117271 -2.150505 1.078640
H3 -0.265367 2.517555 0.550116
C2 0.404959 -0.116491 0.616884
H4 0.874729 0.521411 1.331147
C3 -1.045431 1.923752 0.309330
H5 -0.173562 -2.031458 0.127169
N2 0.201316 -1.540790 0.914818
C4 1.463715 -0.288361 -0.871619
H6 0.873492 -0.713624 -1.560709
H7 2.363233 -0.968756 -0.725856
H8 -1.775874 2.485440 -0.225758
C5 -0.849533 0.608444 0.161740

Forces on atoms 1 to 3 (eV/Å):
H 0.6 0.7 -0.9
C -1.2 0.1 0.2
N 0.8 0.0 -0.3

Values from the calculation:
Gap between HOMO and LUMO in eV: 9.122
SMILES: C=C(C#N)[C@H](C)N
Largest force on an atom in eV Å⁻¹: 5.67
Energy relative to the best compared isomer or geometry (same formula, charge and spin) in kJ/mol: 291.56
E in a.u.: -304.72444
E_HOMO in eV: -8.86

---

No. 11
Formula: C5H8N2
Source: OMol25
Level of theory: ωB97M-V/def2-TZVPD

Atoms and positions in Å:
H1 1.988545 2.033800 -0.935491
H2 -1.466770 2.771465 -1.599515
H3 -0.813405 -2.685562 1.407255
C1 1.244243 1.337109 -0.553124
C2 -0.157435 1.772934 -0.705415
C3 0.752197 -0.892404 0.485508
H4 2.710515 -0.030329 0.053783
H5 1.246595 -1.708270 1.038284
H6 -2.121277 -1.464363 1.416387
C4 -1.339884 -1.929507 0.804356
N1 -0.461338 2.593962 -1.634151
C5 1.642979 0.174852 -0.012978
H7 -1.849734 -2.426729 -0.028550
H8 -0.874551 1.337880 -0.008743
N2 -0.500678 -0.884842 0.272398

Forces on atoms 1 to 3 (eV/Å):
H -0.1 -0.1 0.0
H 0.1 0.1 -0.1
H 0.0 0.1 -0.1

Values from the calculation:
Gap between HOMO and LUMO in eV: 9.457
SMILES: [H]/N=C/C=C\C=N\C
Largest force on an atom in eV Å⁻¹: 0.49
Energy relative to the best compared isomer or geometry (same formula, charge and spin) in kJ/mol: 173.00
E in a.u.: -304.76960
E_HOMO in eV: -9.37

---

No. 12
Formula: C5H8N2
Source: OMol25
Level of theory: ωB97M-V/def2-TZVPD

Atoms and positions in Å:
H1 -1.757093 0.947076 0.741155
H2 2.250001 -1.465143 0.114456
H3 1.335768 -1.674976 1.645763
H4 -2.678611 0.480012 -0.709665
C1 0.556308 1.867648 -0.511164
C2 -2.000664 0.117916 0.070399
H5 -0.860272 -1.257272 -1.236970
C3 -0.725056 -0.435921 -0.521971
C4 0.437154 0.466715 -0.875140
H6 1.007532 0.171543 -1.763311
H7 2.149721 -0.156246 1.313951
C5 1.593490 -0.978065 0.846473
N1 0.435861 -0.338586 0.290682
H8 -2.522958 -0.651371 0.648346
N2 0.778820 2.906669 -0.053008

Forces on atoms 1 to 3 (eV/Å):
H -0.1 -0.1 -0.1
H -0.1 -0.1 0.0
H -0.1 0.0 -0.2

Values from the calculation:
Gap between HOMO and LUMO in eV: 10.168
SMILES: C[C@H]1[C@@H](C#N)N1C
Largest force on an atom in eV Å⁻¹: 1.09
Energy relative to the best compared isomer or geometry (same formula, charge and spin) in kJ/mol: 215.31
E in a.u.: -304.75349
E_HOMO in eV: -9.29